{"formula": "C51H32F9IrN5P", "method": "the ωB97M-V functional and the def2-TZVPD basis", "species": ["Ir", "C", "C", "N", "C", "C", "C", "C", "C", "C", "C", "N", "C", "C", "C", "C", "C", "C", "C", "C", "N", "C", "H", "H", "H", "H", "H", "H", "H", "H", "H", "H", "H", "H", "C", "C", "N", "C", "C", "C", "C", "C", "C", "C", "C", "C", "N", "C", "H", "H", "H", "H", "H", "H", "H", "H", "F", "C", "F", "F", "C", "C", "C", "C", "C", "C", "P", "C", "C", "C", "C", "C", "C", "C", "F", "F", "F", "C", "C", "C", "C", "C", "C", "C", "F", "F", "F", "H", "H", "H", "H", "H", "H", "H", "H", "H", "H", "H", "H"], "xyz": [[0.015, -1.009, 0.057], [-0.690, -5.521, -0.102], [-0.937, -4.148, 0.002], [-0.162, -3.235, -0.552], [0.902, -3.638, -1.286], [1.178, -5.000, -1.515], [0.365, -5.950, -0.863], [2.218, -5.359, -2.410], [2.912, -4.389, -3.103], [2.658, -3.041, -2.891], [1.715, -2.625, -1.930], [1.455, -1.357, -1.611], [1.663, -0.303, -2.507], [2.866, 0.236, -2.895], [2.911, 1.209, -3.909], [1.776, 1.583, -4.575], [0.521, 1.052, -4.200], [-0.687, 1.347, -4.870], [-1.850, 0.767, -4.445], [-1.823, -0.060, -3.308], [-0.722, -0.352, -2.654], [0.453, 0.159, -3.108], [-1.349, -6.222, 0.391], [-1.799, -3.786, 0.550], [0.572, -7.006, -0.983], [2.433, -6.408, -2.569], [3.670, -4.678, -3.819], [3.212, -2.299, -3.449], [3.783, -0.080, -2.414], [3.862, 1.644, -4.188], [1.828, 2.278, -5.404], [-0.671, 2.020, -5.719], [-2.786, 0.935, -4.959], [-2.745, -0.484, -2.926], [-2.381, -0.799, 4.222], [-1.759, -0.391, 3.038], [-0.812, -1.084, 2.432], [-0.352, -2.195, 3.055], [-0.934, -2.703, 4.230], [-1.998, -1.980, 4.800], [-0.406, -3.886, 4.837], [0.695, -4.486, 4.336], [1.371, -3.942, 3.200], [2.578, -4.476, 2.713], [3.231, -3.838, 1.690], [2.646, -2.704, 1.121], [1.477, -2.227, 1.505], [0.845, -2.810, 2.548], [-3.153, -0.181, 4.659], [-2.058, 0.542, 2.586], [-2.470, -2.336, 5.707], [-0.888, -4.268, 5.727], [1.116, -5.362, 4.813], [2.992, -5.366, 3.170], [4.186, -4.187, 1.322], [3.152, -2.169, 0.326], [1.852, 3.905, 5.967], [2.568, 3.869, 4.830], [2.916, 5.129, 4.529], [3.690, 3.178, 5.078], [1.766, 3.249, 3.713], [1.998, 1.941, 3.325], [1.253, 1.400, 2.288], [0.282, 2.160, 1.636], [0.056, 3.473, 2.044], [0.788, 4.012, 3.087], [-0.488, 1.420, 0.148], [-0.004, 2.643, -1.109], [-0.920, 3.193, -1.999], [-0.497, 4.084, -2.973], [0.844, 4.417, -3.062], [1.769, 3.880, -2.174], [1.345, 2.993, -1.202], [1.321, 5.291, -4.193], [0.392, 6.172, -4.575], [2.434, 5.962, -3.877], [1.609, 4.516, -5.270], [-2.307, 1.602, 0.240], [-3.074, 0.451, 0.028], [-4.445, 0.471, 0.188], [-5.066, 1.653, 0.574], [-4.332, 2.814, 0.742], [-2.956, 2.791, 0.560], [-6.547, 1.604, 0.856], [-7.218, 1.051, -0.165], [-6.770, 0.837, 1.944], [-7.061, 2.812, 1.091], [2.758, 1.353, 3.820], [1.435, 0.381, 1.970], [-0.673, 4.095, 1.543], [0.614, 5.031, 3.407], [-1.969, 2.932, -1.935], [-1.211, 4.517, -3.662], [2.812, 4.160, -2.243], [2.065, 2.572, -0.510], [-2.577, -0.476, -0.240], [-5.041, -0.418, 0.025], [-4.832, 3.735, 1.010], [-2.397, 3.710, 0.677]], "multiplicity": 5, "relative_energy_ev": 0.051, "lumo_ev": [-5.852, -7.713], "e_tot_ev": -97430.8033, "total_charge": 2, "homo_lumo_gap_ev": [6.69, 5.82], "e_homo_ha": [-0.461, -0.497], "largest_force_ev_per_a": 0.8}

{"formula": "C51H36BiN5O3P2S4Te", "method": "the ωB97M-V functional and the def2-TZVPD basis", "species": ["Bi", "O", "C", "N", "C", "C", "C", "C", "C", "C", "N", "C", "O", "C", "C", "C", "C", "C", "N", "C", "C", "C", "C", "C", "N", "H", "H", "H", "H", "H", "H", "H", "H", "H", "H", "H", "H", "Te", "C", "C", "C", "N", "C", "C", "C", "P", "C", "C", "C", "C", "C", "C", "C", "C", "C", "C", "C", "C", "P", "C", "C", "C", "C", "C", "C", "C", "C", "C", "C", "C", "C", "H", "H", "H", "H", "H", "H", "H", "H", "H", "H", "H", "H", "H", "H", "H", "H", "H", "H", "H", "H", "H", "H", "H", "H", "O", "C", "S", "C", "C", "S", "S", "S"], "xyz": [[2.129, -1.104, 0.818], [4.680, 1.808, 2.978], [3.816, 0.996, 2.644], [3.874, 0.132, 1.610], [5.023, 0.133, 0.782], [6.311, 0.364, 1.259], [7.398, 0.365, 0.399], [7.204, 0.134, -0.955], [5.935, -0.127, -1.442], [4.833, -0.158, -0.583], [3.561, -0.587, -0.976], [3.187, -0.587, -2.274], [3.673, 0.093, -3.180], [2.086, -1.555, -2.665], [2.031, -1.973, -3.989], [1.037, -2.857, -4.366], [0.120, -3.278, -3.417], [0.261, -2.823, -2.118], [1.232, -1.991, -1.746], [2.549, 0.987, 3.475], [2.566, 1.625, 4.711], [1.409, 1.628, 5.466], [0.273, 1.010, 4.963], [0.345, 0.406, 3.720], [1.462, 0.398, 2.996], [6.450, 0.560, 2.310], [8.390, 0.556, 0.791], [8.045, 0.150, -1.640], [5.780, -0.312, -2.493], [2.756, -1.581, -4.688], [0.972, -3.208, -5.389], [-0.685, -3.959, -3.663], [-0.423, -3.145, -1.343], [3.482, 2.098, 5.032], [1.390, 2.109, 6.437], [-0.657, 0.992, 5.516], [-0.510, -0.081, 3.267], [-2.569, -0.302, -2.553], [-4.207, 1.041, -2.827], [-5.501, 0.670, -2.475], [-6.545, 1.562, -2.670], [-6.397, 2.781, -3.186], [-5.156, 3.130, -3.525], [-4.047, 2.310, -3.375], [-1.699, 0.443, -0.806], [-0.001, 0.999, -1.107], [0.380, 2.163, 0.285], [1.711, 2.568, 0.401], [2.109, 3.425, 1.416], [1.179, 3.879, 2.342], [-0.147, 3.481, 2.237], [-0.544, 2.629, 1.214], [-0.193, 2.328, -2.380], [-1.039, 3.420, -2.193], [-1.112, 4.430, -3.138], [-0.338, 4.359, -4.293], [0.509, 3.279, -4.487], [0.583, 2.270, -3.532], [-1.886, -0.414, 0.725], [-2.014, -2.253, 0.583], [-3.027, -2.935, -0.099], [-3.008, -4.318, -0.199], [-1.986, -5.052, 0.396], [-0.997, -4.397, 1.113], [-1.022, -3.009, 1.208], [-3.616, -0.070, 1.251], [-4.321, 1.019, 0.744], [-5.593, 1.328, 1.210], [-6.183, 0.556, 2.199], [-5.486, -0.529, 2.723], [-4.219, -0.834, 2.256], [-5.695, -0.297, -2.027], [-7.555, 1.282, -2.383], [-5.038, 4.124, -3.949], [-3.070, 2.662, -3.675], [2.448, 2.190, -0.303], [3.152, 3.702, 1.509], [1.493, 4.522, 3.156], [-0.876, 3.822, 2.964], [-1.578, 2.313, 1.136], [-1.645, 3.465, -1.294], [-1.772, 5.276, -2.977], [-0.392, 5.150, -5.032], [1.121, 3.220, -5.379], [1.261, 1.435, -3.676], [-3.827, -2.374, -0.560], [-3.793, -4.828, -0.747], [-1.970, -6.132, 0.313], [-0.205, -4.951, 1.601], [-0.260, -2.517, 1.806], [-3.853, 1.611, -0.034], [-6.126, 2.172, 0.786], [-7.178, 0.793, 2.560], [-5.935, -1.140, 3.498], [-3.688, -1.686, 2.668], [2.070, -7.956, 2.998], [2.209, -6.788, 2.708], [2.843, -6.225, 1.161], [2.776, -4.501, 1.499], [2.287, -4.137, 2.698], [2.075, -2.507, 3.268], [1.790, -5.444, 3.768], [3.329, -3.431, 0.236]], "multiplicity": 1, "relative_energy_ev": 0.000, "lumo_ev": 3.678, "e_tot_ev": -142120.8327, "total_charge": -2, "homo_lumo_gap_ev": 5.85, "e_homo_ha": -0.080, "largest_force_ev_per_a": 0.5}

{"formula": "C51H37BrF4NNiO2P", "method": "the ωB97M-V functional and the def2-TZVPD basis", "species": ["Ni", "O", "C", "C", "C", "C", "C", "C", "C", "C", "C", "O", "C", "C", "C", "C", "C", "C", "C", "C", "C", "C", "C", "C", "N", "C", "C", "C", "C", "C", "C", "C", "C", "C", "C", "C", "C", "H", "H", "H", "H", "H", "H", "H", "H", "H", "H", "H", "H", "H", "H", "H", "H", "H", "H", "H", "H", "H", "H", "H", "H", "H", "H", "H", "F", "C", "C", "F", "C", "F", "C", "P", "C", "C", "C", "C", "C", "C", "C", "C", "C", "C", "C", "C", "C", "Br", "C", "F", "H", "H", "H", "H", "H", "H", "H", "H", "H", "H"], "xyz": [[0.287, -0.130, -0.175], [1.854, -0.598, 0.600], [2.285, -1.854, 0.991], [1.031, -2.700, 1.322], [0.201, -2.999, 0.106], [-0.067, -4.313, -0.246], [-0.850, -4.579, -1.352], [-1.369, -3.518, -2.067], [-1.084, -2.218, -1.669], [-1.738, -1.068, -2.382], [-0.853, 0.151, -2.716], [-0.473, 0.791, -1.543], [-1.696, 1.122, -3.558], [-2.025, 2.378, -3.072], [-2.795, 3.250, -3.830], [-3.243, 2.879, -5.085], [-2.908, 1.627, -5.586], [-2.138, 0.762, -4.830], [0.384, -0.235, -3.542], [0.451, -1.375, -4.332], [1.578, -1.652, -5.096], [2.652, -0.780, -5.088], [2.596, 0.363, -4.301], [1.477, 0.629, -3.533], [-0.293, -1.973, -0.612], [3.095, -2.519, -0.140], [3.268, -3.899, -0.227], [4.020, -4.466, -1.244], [4.617, -3.658, -2.198], [4.445, -2.284, -2.126], [3.688, -1.721, -1.111], [3.162, -1.726, 2.246], [3.924, -2.780, 2.743], [4.677, -2.629, 3.895], [4.701, -1.413, 4.564], [3.970, -0.351, 4.060], [3.209, -0.509, 2.911], [1.292, -3.639, 1.811], [0.446, -2.123, 2.041], [0.348, -5.112, 0.349], [-1.066, -5.598, -1.643], [-2.004, -3.678, -2.925], [-2.235, -1.455, -3.272], [-2.534, -0.683, -1.730], [-1.669, 2.661, -2.094], [-3.044, 4.227, -3.433], [-3.843, 3.560, -5.675], [-3.242, 1.329, -6.571], [-1.864, -0.200, -5.244], [-0.379, -2.069, -4.365], [1.612, -2.551, -5.698], [3.532, -0.992, -5.681], [3.432, 1.052, -4.284], [1.435, 1.514, -2.911], [2.805, -4.554, 0.500], [4.136, -5.542, -1.291], [5.206, -4.095, -2.993], [4.894, -1.642, -2.872], [3.537, -0.651, -1.067], [3.943, -3.729, 2.229], [5.260, -3.462, 4.266], [5.300, -1.292, 5.457], [4.005, 0.612, 4.556], [2.669, 0.321, 2.480], [-4.822, 4.911, 3.238], [-3.851, 4.083, 2.874], [-2.676, 4.029, 3.600], [-2.518, 4.803, 4.669], [-1.678, 3.153, 3.203], [-0.582, 3.121, 3.965], [-1.797, 2.326, 2.088], [-0.365, 1.217, 1.677], [0.983, 2.460, 1.602], [1.019, 3.093, 0.357], [1.988, 4.042, 0.073], [2.952, 4.351, 1.020], [2.931, 3.719, 2.253], [1.949, 2.786, 2.547], [-0.427, 0.157, 3.159], [0.453, 0.066, 4.227], [0.249, -0.880, 5.224], [-0.843, -1.729, 5.175], [-1.741, -1.637, 4.120], [-1.527, -0.710, 3.117], [-3.003, 2.384, 1.392], [-3.375, 1.276, -0.072], [-4.012, 3.254, 1.777], [-5.167, 3.313, 1.117], [0.303, 2.816, -0.411], [1.997, 4.520, -0.897], [3.721, 5.078, 0.795], [3.681, 3.956, 2.997], [1.941, 2.339, 3.528], [1.315, 0.706, 4.296], [0.958, -0.951, 6.038], [-0.994, -2.463, 5.955], [-2.597, -2.297, 4.072], [-2.213, -0.668, 2.276]], "multiplicity": 1, "lumo_ev": [0.047, 0.047], "e_tot_ev": -190317.2758, "homo_lumo_gap_ev": [8.27, 8.26], "e_homo_ha": [-0.302, -0.302], "largest_force_ev_per_a": 0.7}

{"formula": "C51H42BrN5O4SiV", "method": "the ωB97M-V functional and the def2-TZVPD basis", "species": ["V", "Br", "C", "C", "C", "C", "O", "C", "C", "N", "C", "C", "C", "C", "C", "C", "C", "C", "N", "C", "C", "H", "H", "H", "H", "H", "H", "H", "H", "H", "H", "C", "C", "N", "O", "C", "C", "N", "O", "H", "H", "H", "H", "H", "H", "H", "N", "C", "C", "C", "C", "C", "C", "C", "C", "C", "C", "C", "C", "C", "H", "H", "H", "H", "H", "H", "H", "H", "H", "H", "O", "Si", "C", "C", "C", "C", "C", "C", "C", "C", "C", "C", "C", "C", "C", "C", "C", "C", "C", "C", "H", "H", "H", "H", "H", "H", "H", "H", "H", "H", "H", "H", "H", "H", "H"], "xyz": [[0.663, 0.348, -0.715], [7.701, 2.308, -2.473], [5.829, 1.959, -2.380], [4.949, 2.677, -3.174], [3.597, 2.408, -3.100], [3.076, 1.410, -2.251], [1.803, 1.170, -2.269], [3.997, 0.701, -1.436], [3.565, -0.261, -0.365], [2.343, -0.896, -0.619], [2.163, -2.211, -0.401], [3.093, -3.181, -0.046], [2.722, -4.533, 0.088], [1.445, -4.969, -0.103], [0.452, -4.012, -0.448], [-0.905, -4.343, -0.657], [-1.809, -3.373, -0.978], [-1.357, -2.046, -1.101], [-0.100, -1.711, -0.940], [0.808, -2.669, -0.610], [5.352, 0.991, -1.516], [5.318, 3.441, -3.844], [2.892, 2.959, -3.707], [4.383, -0.947, -0.126], [4.125, -2.912, 0.124], [3.491, -5.246, 0.365], [1.163, -6.005, 0.025], [-1.216, -5.375, -0.544], [-2.856, -3.589, -1.132], [-2.042, -1.240, -1.332], [6.047, 0.453, -0.880], [0.997, 4.717, 1.235], [1.198, 3.329, 0.730], [0.426, 2.699, -0.057], [-0.685, 3.338, -0.493], [2.400, 2.518, 1.123], [3.472, 3.130, 1.956], [2.371, 1.345, 0.647], [3.457, 0.539, 0.890], [0.126, 5.169, 0.768], [1.870, 5.338, 1.034], [0.846, 4.715, 2.317], [-1.058, 2.602, -1.038], [3.042, 3.549, 2.867], [3.943, 3.949, 1.407], [4.233, 2.400, 2.219], [-0.852, 0.927, -1.807], [-1.437, 0.812, -2.914], [-2.486, 1.821, -3.304], [-2.526, 2.379, -4.578], [-3.450, 3.366, -4.882], [-4.357, 3.793, -3.922], [-4.332, 3.231, -2.653], [-3.398, 2.253, -2.349], [-1.233, -0.322, -3.886], [0.005, -0.953, -3.991], [0.150, -2.061, -4.811], [-0.933, -2.554, -5.528], [-2.164, -1.925, -5.433], [-2.309, -0.809, -4.621], [-1.821, 2.043, -5.327], [-3.461, 3.807, -5.871], [-5.081, 4.561, -4.163], [-5.035, 3.556, -1.897], [-3.357, 1.820, -1.359], [0.849, -0.563, -3.436], [1.118, -2.542, -4.880], [-0.815, -3.426, -6.158], [-3.014, -2.304, -5.986], [-3.274, -0.322, -4.547], [-0.142, 0.127, 1.104], [-0.767, -0.455, 2.436], [-0.119, 0.494, 3.923], [-0.017, -0.046, 5.203], [0.402, 0.722, 6.281], [0.729, 2.057, 6.097], [0.633, 2.617, 4.831], [0.213, 1.840, 3.762], [-2.642, -0.245, 2.399], [-3.500, -0.566, 3.451], [-4.868, -0.369, 3.357], [-5.412, 0.163, 2.196], [-4.579, 0.497, 1.142], [-3.208, 0.296, 1.246], [-0.399, -2.274, 2.749], [0.897, -2.679, 3.084], [1.197, -4.005, 3.337], [0.199, -4.968, 3.263], [-1.089, -4.595, 2.924], [-1.380, -3.260, 2.670], [-0.251, -1.093, 5.365], [0.478, 0.275, 7.265], [1.060, 2.657, 6.935], [0.884, 3.661, 4.678], [0.130, 2.281, 2.773], [-3.095, -0.979, 4.369], [-5.512, -0.627, 4.189], [-6.481, 0.319, 2.119], [-5.000, 0.921, 0.237], [-2.551, 0.571, 0.428], [1.692, -1.943, 3.139], [2.212, -4.292, 3.575], [0.433, -6.008, 3.457], [-1.872, -5.341, 2.855], [-2.393, -2.987, 2.403]], "multiplicity": 3, "relative_energy_ev": 0.000, "lumo_ev": [2.520, 2.520], "e_tot_ev": -172822.8430, "total_charge": -1, "homo_lumo_gap_ev": [6.78, 7.07], "e_homo_ha": [-0.157, -0.167], "largest_force_ev_per_a": 1.2}